Record 1
Entry from the OMol25 dataset: a molecular structure, C27H33N3O12P3W in a non-equilibrium geometry (wB97M-V/def2-TZVPD).

Geometry (Å):
1 W -1.84 -1.43 -0.18
2 O -1.41 -3.24 0.93
3 C -2.42 -3.92 1.72
4 C -2.99 -2.80 2.54
5 N -3.40 -1.70 1.60
6 C -4.71 -2.00 0.97
7 C -4.57 -2.22 -0.53
8 O -5.43 -2.20 -1.33
9 O -3.23 -2.45 -0.87
10 C -3.35 -0.42 2.34
11 C -1.94 0.13 2.31
12 O -1.46 0.94 3.00
13 O -1.21 -0.46 1.25
14 H -0.80 -3.85 0.46
15 H -1.94 -4.67 2.34
16 H -3.14 -4.39 1.05
17 H -2.22 -2.41 3.20
18 H -3.84 -3.11 3.15
19 H -5.42 -1.20 1.13
20 H -5.15 -2.91 1.39
21 H -3.65 -0.55 3.39
22 H -4.01 0.31 1.89
23 N -2.37 3.11 -2.69
24 C -2.81 1.67 -2.54
25 C -3.95 1.36 -3.52
26 P -3.26 1.52 -0.76
27 O -4.74 2.05 -0.62
28 O -2.31 2.34 -0.01
29 O -3.33 0.00 -0.46
30 P -1.38 0.52 -2.88
31 O -0.19 1.57 -2.99
32 O -1.61 -0.33 -4.03
33 O -1.11 -0.21 -1.52
34 H -1.93 3.42 -1.81
35 H -3.17 3.72 -2.88
36 H -1.69 3.23 -3.45
37 H -4.78 2.05 -3.37
38 H -4.30 0.34 -3.36
39 H -3.61 1.42 -4.55
40 H -5.47 1.51 -0.96
41 H 0.49 1.33 -3.64
42 O 2.49 -0.97 2.25
43 N 3.53 -0.26 1.71
44 C 4.73 -0.30 2.15
45 C 5.64 0.50 1.39
46 C 7.01 0.60 1.63
47 C 7.78 1.37 0.78
48 C 7.20 2.00 -0.31
49 C 5.83 1.88 -0.57
50 C 5.05 1.14 0.30
51 P 3.26 0.82 0.13
52 C 2.52 2.27 0.91
53 C 1.14 2.42 0.72
54 C 0.46 3.47 1.30
55 C 1.16 4.39 2.07
56 C 2.53 4.26 2.26
57 C 3.21 3.20 1.68
58 C -0.22 -2.46 -1.09
59 C -0.33 -2.85 -2.43
60 C 0.70 -3.57 -3.02
61 C 1.85 -3.87 -2.30
62 C 1.98 -3.45 -0.98
63 C 0.95 -2.76 -0.37
64 H 2.66 -1.06 3.20
65 H 5.02 -0.95 2.97
66 H 7.46 0.09 2.48
67 H 8.84 1.47 0.96
68 H 7.81 2.59 -0.98
69 H 5.40 2.38 -1.43
70 H 0.59 1.70 0.11
71 H -0.61 3.57 1.17
72 H 0.64 5.22 2.53
73 H 3.07 4.99 2.85
74 H 4.28 3.11 1.83
75 H -1.21 -2.61 -3.01
76 H 0.60 -3.90 -4.04
77 H 2.65 -4.43 -2.77
78 H 2.89 -3.67 -0.43
79 H 1.08 -2.42 0.66

Values from the calculation:
Frontier orbital gap (eV): 6.37
Net charge: +3
HOMO (eV): -16.20

Electronic structure analysis, Mulliken charges in units of e: atom 1 (W): 3.585, atom 2 (O): -0.485, atom 3 (C): -0.465, atom 4 (C): -0.885, atom 5 (N): -0.086, atom 6 (C): -0.589, atom 7 (C): 0.560, atom 8 (O): -0.460, atom 9 (O): -0.666, atom 10 (C): -0.885, atom 11 (C): 0.364, atom 12 (O): -0.454, atom 13 (O): -0.728, atom 14 (H): 0.417, atom 15 (H): 0.533, atom 16 (H): 0.327, atom 17 (H): 0.438, atom 18 (H): 0.463, atom 19 (H): 0.428, atom 20 (H): 0.449, atom 21 (H): 0.599, atom 22 (H): 0.286, atom 23 (N): -0.067, atom 24 (C): 0.571, atom 25 (C): -1.757, atom 26 (P): 0.436, atom 27 (O): -0.616, atom 28 (O): -0.594, atom 29 (O): -0.628, atom 30 (P): 0.700, atom 31 (O): -0.622, atom 32 (O): -0.732, atom 33 (O): -0.296, atom 34 (H): 0.244, atom 35 (H): 0.402, atom 36 (H): 0.414, atom 37 (H): 0.524, atom 38 (H): 0.358, atom 39 (H): 0.458, atom 40 (H): 0.346, atom 41 (H): 0.377, atom 42 (O): -0.272, atom 43 (N): 0.110, atom 44 (C): 0.031, atom 45 (C): 0.341, atom 46 (C): -0.906, atom 47 (C): -0.604, atom 48 (C): -0.637, atom 49 (C): -0.339, atom 50 (C): 0.309, atom 51 (P): 0.123, atom 52 (C): 0.667, atom 53 (C): 0.123, atom 54 (C): -0.602, atom 55 (C): -0.810, atom 56 (C): -0.862, atom 57 (C): -0.301, atom 58 (C): 0.077, atom 59 (C): -0.717, atom 60 (C): -0.905, atom 61 (C): -0.730, atom 62 (C): -0.714, atom 63 (C): 0.202, atom 64 (H): 0.326, atom 65 (H): 0.574, atom 66 (H): 0.454, atom 67 (H): 0.434, atom 68 (H): 0.427, atom 69 (H): 0.451, atom 70 (H): 0.098, atom 71 (H): 0.610, atom 72 (H): 0.448, atom 73 (H): 0.422, atom 74 (H): 0.390, atom 75 (H): 0.434, atom 76 (H): 0.521, atom 77 (H): 0.460, atom 78 (H): 0.532, atom 79 (H): 0.571

---

Record 2
Entry from the OMol25 dataset: a molecular structure, C27H33N3P2SeSm in a non-equilibrium geometry (wB97M-V/def2-TZVPD).

Geometry (Å):
1 C -1.09 2.87 -3.79
2 C -0.37 2.76 -2.58
3 C -1.05 3.16 -1.41
4 C -2.50 3.24 -1.37
5 C -3.18 2.85 -2.57
6 C -2.49 2.87 -3.78
7 C -3.12 3.35 -0.12
8 C -2.32 3.52 1.07
9 C -0.89 3.48 0.91
10 C -0.07 3.46 2.04
11 C -0.63 3.63 3.30
12 C -2.01 3.46 3.49
13 C -2.83 3.24 2.37
14 H -0.52 2.92 -4.72
15 H -4.19 2.43 -2.55
16 H -3.02 2.92 -4.73
17 H -4.14 2.84 0.02
18 H 0.06 3.78 4.15
19 H -2.42 3.61 4.48
20 H -3.78 2.74 2.55
21 N -0.32 3.18 -0.27
22 Sm -0.08 -1.91 -0.48
23 C 0.98 2.14 -2.48
24 H 1.63 2.62 -1.73
25 H 1.50 2.06 -3.44
26 C 1.36 2.99 1.85
27 H 1.85 3.38 0.95
28 H 2.01 3.27 2.71
29 P 0.81 0.38 -1.91
30 P 1.34 1.15 1.82
31 C 1.01 0.61 3.46
32 H 1.01 -0.48 3.47
33 H 1.76 1.03 4.13
34 H 0.01 0.95 3.76
35 C 2.85 0.43 1.22
36 H 3.58 0.45 2.03
37 H 2.66 -0.63 0.95
38 H 3.22 0.94 0.32
39 C -0.07 -0.35 -3.36
40 H 0.54 -0.09 -4.23
41 H -0.21 -1.45 -3.30
42 H -1.06 0.11 -3.48
43 C 2.48 -0.27 -2.34
44 H 2.61 -1.34 -2.08
45 H 2.61 -0.14 -3.42
46 H 3.25 0.28 -1.80
47 H -1.19 -0.89 0.38
48 H 0.33 0.54 1.04
49 C 2.73 -4.16 -0.12
50 N 1.34 -4.67 -0.12
51 C 0.33 -4.15 0.69
52 Se 0.61 -2.91 2.08
53 N -0.73 -5.04 0.56
54 C -0.27 -6.22 -0.01
55 C -0.76 -7.51 0.17
56 C 0.13 -8.55 -0.13
57 C 1.45 -8.33 -0.57
58 C 1.93 -7.00 -0.74
59 C 1.01 -5.99 -0.42
60 H 2.71 -3.05 -0.08
61 H 3.18 -4.44 -1.09
62 H 3.33 -4.56 0.73
63 H -1.59 -4.94 1.07
64 H -1.76 -7.66 0.57
65 H -0.20 -9.59 -0.03
66 H 2.11 -9.18 -0.80
67 H 2.95 -6.79 -1.00

Values from the calculation:
2S+1: 6
Frontier orbital gap (spin up / spin down) (eV): 3.76 / 2.83
Net charge: +1
HOMO (spin up / spin down) (eV): -7.60 / -6.67

Electronic structure analysis, Mulliken charges in units of e: atom 1 (C): -0.584, atom 2 (C): 0.200, atom 3 (C): -0.070, atom 4 (C): 1.075, atom 5 (C): -1.162, atom 6 (C): -0.478, atom 7 (C): -0.253, atom 8 (C): 0.875, atom 9 (C): 0.128, atom 10 (C): -0.052, atom 11 (C): -0.449, atom 12 (C): -0.539, atom 13 (C): -1.145, atom 14 (H): 0.399, atom 15 (H): 0.339, atom 16 (H): 0.426, atom 17 (H): 0.248, atom 18 (H): 0.427, atom 19 (H): 0.448, atom 20 (H): 0.352, atom 21 (N): -0.208, atom 22 (Sm): 0.356, atom 23 (C): -1.210, atom 24 (H): 0.348, atom 25 (H): 0.693, atom 26 (C): -1.106, atom 27 (H): 0.476, atom 28 (H): 0.653, atom 29 (P): 0.805, atom 30 (P): 0.897, atom 31 (C): -0.990, atom 32 (H): 0.138, atom 33 (H): 0.415, atom 34 (H): 0.308, atom 35 (C): -0.506, atom 36 (H): 0.506, atom 37 (H): -0.063, atom 38 (H): 0.292, atom 39 (C): -1.354, atom 40 (H): 0.407, atom 41 (H): 0.468, atom 42 (H): 0.315, atom 43 (C): -1.284, atom 44 (H): 0.349, atom 45 (H): 0.451, atom 46 (H): 0.393, atom 47 (H): -0.257, atom 48 (H): -0.226, atom 49 (C): -0.757, atom 50 (N): 0.448, atom 51 (C): -0.640, atom 52 (Se): -0.227, atom 53 (N): -0.040, atom 54 (C): 0.618, atom 55 (C): -0.908, atom 56 (C): -0.440, atom 57 (C): -0.633, atom 58 (C): -0.736, atom 59 (C): 0.765, atom 60 (H): -0.043, atom 61 (H): 0.362, atom 62 (H): 0.325, atom 63 (H): 0.197, atom 64 (H): 0.377, atom 65 (H): 0.350, atom 66 (H): 0.356, atom 67 (H): 0.377

---

Record 3
Entry from the OMol25 dataset: a single C27H33NO4 molecule (wB97M-V/def2-TZVPD).

Geometry (Å):
1 C 4.43 6.12 4.39
2 C 3.67 5.04 3.63
3 C 2.21 4.96 4.09
4 C 1.37 3.98 3.26
5 C 1.78 2.52 3.48
6 C 0.85 1.53 2.77
7 H 1.14 0.52 3.04
8 H -0.18 1.67 3.13
9 C 0.87 1.70 1.24
10 C 0.24 0.54 0.55
11 C -1.06 0.60 0.15
12 C -1.74 -0.49 -0.49
13 C -3.06 -0.45 -0.84
14 C -3.74 -1.57 -1.40
15 O -4.95 -1.65 -1.53
16 C -2.86 -2.72 -1.94
17 C -1.47 -2.86 -1.31
18 O -0.85 -3.90 -1.41
19 C -0.93 -1.66 -0.69
20 C 0.36 -1.67 -0.25
21 N 0.96 -0.62 0.36
22 C 2.37 -0.76 0.65
23 H 2.55 -1.76 1.04
24 H 2.67 -0.04 1.41
25 C 3.23 -0.56 -0.62
26 C 3.05 0.83 -1.16
27 C 3.88 1.87 -0.74
28 C 3.67 3.16 -1.18
29 C 2.63 3.44 -2.04
30 C 1.81 2.42 -2.48
31 C 2.02 1.12 -2.04
32 H 1.37 0.32 -2.39
33 H 1.00 2.62 -3.16
34 H 2.46 4.45 -2.38
35 H 4.32 3.95 -0.84
36 H 4.69 1.65 -0.06
37 H 2.93 -1.29 -1.37
38 H 4.27 -0.74 -0.36
39 H 0.95 -2.57 -0.38
40 C -2.69 -2.51 -3.45
41 H -2.16 -1.58 -3.63
42 H -2.12 -3.34 -3.86
43 H -3.67 -2.48 -3.91
44 O -3.57 -3.95 -1.76
45 C -3.69 -4.31 -0.48
46 O -3.19 -3.69 0.43
47 C -4.53 -5.54 -0.33
48 H -4.25 -6.27 -1.09
49 H -5.57 -5.27 -0.48
50 H -4.41 -5.96 0.66
51 H -3.66 0.42 -0.59
52 H -1.61 1.51 0.33
53 H 0.31 2.60 0.98
54 H 1.90 1.85 0.91
55 H 2.80 2.36 3.12
56 H 1.76 2.31 4.55
57 H 1.48 4.24 2.20
58 H 0.32 4.09 3.53
59 H 1.76 5.95 4.00
60 H 2.17 4.67 5.14
61 H 4.16 4.08 3.80
62 H 3.70 5.26 2.56
63 H 3.97 7.10 4.23
64 H 4.41 5.92 5.46
65 H 5.46 6.17 4.07

Values from the calculation:
Frontier orbital gap (eV): 7.73
Relative energy (zero: lowest compared OMol25 entry of this formula, charge and spin) (eV): 1.0193
HOMO (eV): -7.51

Electronic structure analysis, natural (NBO) charges in units of e: atom 1 (C): -0.599, atom 2 (C): -0.394, atom 3 (C): -0.387, atom 4 (C): -0.395, atom 5 (C): -0.394, atom 6 (C): -0.384, atom 7 (H): 0.199, atom 8 (H): 0.209, atom 9 (C): -0.460, atom 10 (C): 0.271, atom 11 (C): -0.273, atom 12 (C): 0.053, atom 13 (C): -0.407, atom 14 (C): 0.532, atom 15 (O): -0.579, atom 16 (C): 0.049, atom 17 (C): 0.584, atom 18 (O): -0.562, atom 19 (C): -0.191, atom 20 (C): 0.116, atom 21 (N): -0.386, atom 22 (C): -0.198, atom 23 (H): 0.217, atom 24 (H): 0.217, atom 25 (C): -0.432, atom 26 (C): -0.038, atom 27 (C): -0.180, atom 28 (C): -0.221, atom 29 (C): -0.219, atom 30 (C): -0.187, atom 31 (C): -0.221, atom 32 (H): 0.218, atom 33 (H): 0.218, atom 34 (H): 0.217, atom 35 (H): 0.216, atom 36 (H): 0.204, atom 37 (H): 0.220, atom 38 (H): 0.223, atom 39 (H): 0.233, atom 40 (C): -0.603, atom 41 (H): 0.218, atom 42 (H): 0.229, atom 43 (H): 0.238, atom 44 (O): -0.478, atom 45 (C): 0.820, atom 46 (O): -0.605, atom 47 (C): -0.709, atom 48 (H): 0.236, atom 49 (H): 0.246, atom 50 (H): 0.233, atom 51 (H): 0.219, atom 52 (H): 0.223, atom 53 (H): 0.233, atom 54 (H): 0.230, atom 55 (H): 0.192, atom 56 (H): 0.205, atom 57 (H): 0.195, atom 58 (H): 0.201, atom 59 (H): 0.200, atom 60 (H): 0.194, atom 61 (H): 0.192, atom 62 (H): 0.192, atom 63 (H): 0.201, atom 64 (H): 0.202, atom 65 (H): 0.208

---

- What is the formula in the third record?
  C27H33NO4